Density functional theory data (wB97M-V/def2-TZVPD) for a cluster of 2 separate species, C10H12NO2S in total.

XYZ file:
```
26
Properties=species:S:1:pos:R:3:nbo_charge:R:1
C 1.042 -0.875 1.924 -0.22
C 2.011 -0.839 0.942 -0.22
C -0.242 -0.464 1.666 -0.11
C -0.608 0.015 0.413 0.01
C 1.653 -0.469 -0.286 -0.12
C 0.365 0.027 -0.607 -0.20
C -1.311 -0.217 2.615 -0.41
C -2.036 0.416 0.304 -0.45
C -2.352 0.653 1.873 -0.39
C 2.556 -0.515 -1.485 -0.63
N 1.034 0.979 -3.630 -1.15
O -0.563 -0.775 -3.636 -0.96
O -1.512 1.395 -3.126 -0.96
S -0.349 0.490 -3.098 2.24
H 1.308 -1.236 2.876 0.19
H 3.063 -1.154 1.174 0.19
H -1.914 -1.135 3.030 0.19
H -0.915 0.286 3.614 0.19
H -2.209 1.470 -0.115 0.23
H -2.720 -0.257 -0.206 0.22
H -3.472 0.410 2.036 0.20
H -2.099 1.731 2.273 0.19
H 2.370 -1.608 -2.005 0.20
H 2.155 0.178 -2.150 0.26
H 3.617 -0.367 -1.245 0.19
H 1.128 1.863 -3.149 0.33
```

For the LUMO energy (alpha / beta), the calculation gives 3.420 / 3.420 eV. Its total charge is -1. For the HOMO energy (alpha / beta), the calculation gives -4.31 / -4.31 eV. As for the HOMO-LUMO gap (alpha / beta): 7.73 / 7.73 eV.

Density functional theory data (wB97M-V/def2-TZVPD) for a structure of composition C55H46BCl3F4HfN5O2S2.

XYZ file:
```
119
Properties=species:S:1:pos:R:3:lowdin_charge:R:1
Hf 1.739 0.671 -0.831 1.86
C 4.778 2.341 -0.629 -0.13
C 3.788 3.493 -0.707 -0.09
C 3.007 3.459 -1.984 -0.27
C 3.253 4.383 -2.986 0.03
C 2.517 4.353 -4.158 0.02
C 1.504 3.414 -4.286 -0.01
C 1.304 2.530 -3.253 -0.14
N 2.065 2.505 -2.136 -0.04
N 4.167 1.083 -0.100 -0.18
C 5.042 -0.050 -0.461 -0.08
C 4.254 -1.323 -0.380 -0.38
C 4.955 -2.592 -0.181 0.04
C 4.428 -3.725 -0.656 0.01
C 3.232 -3.687 -1.477 0.01
C 2.629 -2.533 -1.769 -0.11
N 3.083 -1.308 -1.223 -0.04
C 4.170 1.122 1.392 -0.10
C 2.948 1.703 2.020 -0.26
C 3.046 2.403 3.207 0.02
C 1.888 2.799 3.858 0.01
C 0.668 2.462 3.299 -0.01
C 0.657 1.789 2.096 -0.14
N 1.768 1.415 1.437 0.00
H 5.173 2.129 -1.622 0.13
H 5.626 2.611 0.006 0.14
H 3.102 3.493 0.145 0.10
H 4.333 4.434 -0.658 0.14
H 4.027 5.123 -2.839 0.14
H 2.724 5.058 -4.953 0.14
H 0.884 3.357 -5.169 0.13
H 0.534 1.777 -3.323 0.10
H 5.396 0.060 -1.484 0.14
H 5.919 -0.091 0.191 0.16
H 5.912 -2.566 0.322 0.14
H 4.935 -4.669 -0.513 0.13
H 2.862 -4.599 -1.924 0.14
H 1.820 -2.419 -2.474 0.12
H 4.241 0.096 1.755 0.14
H 5.066 1.641 1.740 0.14
H 4.022 2.627 3.615 0.13
H 1.943 3.351 4.787 0.13
H -0.270 2.721 3.769 0.13
H -0.286 1.526 1.653 0.05
C -0.411 -8.014 -0.575 -0.03
C -0.273 -6.521 -0.496 -0.25
C -1.060 -5.682 -1.276 -0.02
C -0.952 -4.299 -1.181 -0.08
C -0.038 -3.746 -0.296 -0.48
C 0.770 -4.568 0.486 -0.09
C 0.645 -5.941 0.386 -0.02
S 0.047 -1.974 -0.195 1.03
O 2.965 -1.194 0.300 -0.11
C -0.526 -1.640 1.452 -0.42
C 0.381 -1.620 2.540 -0.09
C -0.072 -1.350 3.796 0.00
C -1.440 -1.056 4.031 -0.15
C -1.909 -0.725 5.326 -0.01
C -3.223 -0.425 5.532 -0.04
C -4.135 -0.445 4.453 -0.04
C -3.715 -0.769 3.195 -0.01
C -2.355 -1.091 2.952 -0.11
C -1.869 -1.408 1.648 -0.19
C -2.796 -1.442 0.482 -0.17
C -3.700 -2.517 0.288 -0.11
C -3.780 -3.601 1.202 0.00
C -4.692 -4.595 1.008 -0.03
C -5.556 -4.568 -0.113 -0.03
C -5.475 -3.557 -1.027 0.00
C -4.542 -2.507 -0.852 -0.13
C -4.446 -1.455 -1.802 0.01
C -3.569 -0.430 -1.626 -0.03
C -2.754 -0.436 -0.466 -0.34
S -1.746 0.908 -0.035 1.14
O -0.363 0.817 -0.787 -0.66
C -2.536 2.332 -0.738 -0.38
C -2.068 2.850 -1.865 -0.11
C -2.245 4.308 -2.187 -0.63
C -2.633 5.406 0.196 -0.78
C -3.451 6.683 0.039 -0.12
C -3.533 4.242 0.540 -0.09
C -3.470 2.956 0.212 -0.07
H -0.975 -8.316 -1.455 0.08
H -0.931 -8.395 0.305 0.10
H 0.565 -8.497 -0.607 0.09
H -1.772 -6.112 -1.969 0.12
H -1.575 -3.658 -1.790 0.11
H 1.479 -4.135 1.181 0.11
H 1.267 -6.581 1.000 0.13
H 1.422 -1.858 2.365 0.10
H 0.610 -1.361 4.638 0.13
H -1.207 -0.719 6.150 0.12
H -3.575 -0.175 6.524 0.12
H -5.176 -0.210 4.630 0.12
H -4.426 -0.795 2.379 0.12
H -3.115 -3.633 2.055 0.13
H -4.760 -5.413 1.712 0.12
H -6.281 -5.359 -0.245 0.12
H -6.123 -3.545 -1.894 0.13
H -5.089 -1.477 -2.673 0.13
H -3.497 0.372 -2.347 0.12
H -1.368 2.288 -2.469 0.11
H -1.664 4.579 -3.065 0.09
H -4.142 6.607 -0.797 0.06
H -2.806 7.544 -0.106 0.06
H -4.022 6.833 0.953 0.10
H -4.334 4.542 1.207 0.14
H -4.205 2.289 0.653 0.13
Cl -0.883 6.604 -1.601 0.81
C -1.639 5.121 -0.981 -0.75
Cl -3.914 4.721 -2.607 0.78
Cl -1.625 5.647 1.692 0.74
C -0.507 4.283 -0.498 -0.26
N 0.400 3.642 -0.205 0.24
F 1.288 -0.089 -2.566 -0.39
B 3.529 -0.022 -4.315 -0.87
F 2.995 0.668 -5.286 0.31
F 3.796 -1.298 -4.423 0.31
F 3.932 0.615 -3.210 0.22
```

For the LUMO energy, the calculation gives -7.847 eV. Its total charge is +3. For the HOMO energy, the calculation gives -14.69 eV. The calculation puts the energy relative to the best compared isomer or geometry (same formula, charge and spin) at 84.9 kcal/mol. As for the HOMO-LUMO gap: 6.85 eV.

Density functional theory data (wB97M-V/def2-TZVPD) for a cluster of 4 separate species, C4H16N8O4 in total.

XYZ file:
```
32
Properties=species:S:1:pos:R:3:lowdin_spin:R:1
C 26.265 -3.495 -18.726 0.00
O 26.978 -2.688 -18.106 0.02
N 25.155 -3.117 -19.243 0.00
N 26.439 -4.739 -18.830 0.00
H 24.652 -3.684 -19.911 0.00
H 25.028 -2.119 -19.326 0.00
H 25.736 -5.309 -19.279 0.00
H 26.814 -5.120 -17.973 0.00
C 24.242 -5.172 -22.076 0.00
O 24.104 -5.591 -20.987 0.00
N 24.773 -5.826 -23.117 0.00
N 23.748 -4.045 -22.492 0.00
H 25.192 -6.707 -22.857 0.00
H 24.850 -5.421 -24.039 0.00
H 23.256 -3.315 -21.998 0.00
H 23.773 -3.941 -23.497 0.00
C 26.101 0.860 -17.694 0.08
O 25.823 2.012 -17.839 0.65
N 26.695 0.377 -16.629 0.00
N 26.002 -0.041 -18.628 0.23
H 26.907 1.026 -15.885 0.00
H 26.931 -0.605 -16.591 0.00
H 26.136 -1.018 -18.410 0.01
H 25.653 0.255 -19.528 0.00
C 21.775 -1.689 -18.875 0.00
O 22.552 -1.187 -19.614 0.00
N 21.137 -2.822 -19.087 0.00
N 21.520 -1.282 -17.678 0.00
H 21.155 -3.276 -19.989 0.00
H 20.799 -3.172 -18.202 0.00
H 21.874 -0.395 -17.350 0.00
H 20.633 -1.488 -17.242 0.00
```

For the LUMO energy (alpha / beta), the calculation gives -2.444 / -8.755 eV. Its total charge is +1. Its expectation value of S² is 0.76. For the HOMO energy (alpha / beta), the calculation gives -12.86 / -12.86 eV. The calculation puts the energy relative to the best compared isomer or geometry (same formula, charge and spin) at 0.0 kcal/mol. As for the spin multiplicity: 2. As for the HOMO-LUMO gap (alpha / beta): 10.41 / 4.10 eV.

Density functional theory data (wB97M-V/def2-TZVPD) for a cluster of 2 separate species, C6H9N2O in total.

XYZ file:
```
18
Properties=species:S:1:pos:R:3:nbo_charge:R:1
C 2.103 0.361 0.597 -0.44
C 3.454 0.164 0.484 0.12
C 2.989 1.508 -1.162 -0.02
C 1.865 1.220 -0.471 0.04
C -1.135 -0.966 0.107 0.74
C -3.225 0.329 -0.192 -0.42
N -1.780 0.128 -0.110 -0.58
N -1.559 -2.123 0.509 -0.80
O 3.975 0.841 -0.554 -0.36
H 1.423 -0.038 1.317 0.23
H 4.121 -0.423 1.085 0.22
H 3.197 2.110 -2.020 0.23
H -3.485 0.705 -1.180 0.25
H -3.746 -0.609 -0.023 0.21
H -3.532 1.057 0.559 0.25
H -1.235 0.956 -0.320 0.45
H -0.922 -2.905 0.548 0.45
H -2.510 -2.315 0.824 0.44
```

For the LUMO energy (alpha / beta), the calculation gives -4.173 / -6.771 eV. Its total charge is +1. For the HOMO energy (alpha / beta), the calculation gives -11.76 / -11.87 eV. The calculation puts the energy relative to the best compared isomer or geometry (same formula, charge and spin) at 119.1 kcal/mol. As for the HOMO-LUMO gap (alpha / beta): 7.59 / 5.10 eV.

Density functional theory data (wB97M-V/def2-TZVPD) for a cluster of 2 separate species, C6H14N2O in total.

XYZ file:
```
23
Properties=species:S:1:pos:R:3:nbo_charge:R:1
C -2.892 0.827 0.432 -0.41
N -1.609 0.777 -0.275 -0.52
C -0.515 1.378 0.494 -0.42
C -1.274 -0.648 -0.719 0.77
N -1.408 -0.444 -2.027 -0.90
O -0.923 -1.545 0.009 -0.63
H -2.845 0.253 1.363 0.20
H -3.667 0.406 -0.209 0.21
H -3.141 1.863 0.663 0.20
H 0.404 1.317 -0.086 0.22
H -0.365 0.848 1.438 0.20
H -0.751 2.422 0.704 0.20
H -1.657 0.729 -1.719 0.48
H -1.278 -1.211 -2.673 0.40
C 2.410 -0.568 -1.083 -0.42
C 2.883 -0.490 0.155 -0.16
C 2.224 -1.082 1.362 -0.66
H 2.929 -0.117 -1.919 0.20
H 1.461 -1.045 -1.292 0.20
H 3.824 0.026 0.331 0.19
H 2.071 -0.319 2.132 0.21
H 1.259 -1.523 1.113 0.24
H 2.857 -1.855 1.806 0.22
```

For the LUMO energy, the calculation gives 0.923 eV. The SMILES is CN(C)C(N)=O.C=CC. For the HOMO energy, the calculation gives -9.43 eV. The calculation puts the energy relative to the best compared isomer or geometry (same formula, charge and spin) at 66.3 kcal/mol. As for the HOMO-LUMO gap: 10.36 eV.

Density functional theory data (wB97M-V/def2-TZVPD) for a cluster of 2 separate species, C4H10NS2 in total.

XYZ file:
```
17
Properties=species:S:1:pos:R:3:nbo_charge:R:1
C -0.053 0.383 0.532 0.21
C -1.275 -1.274 -0.505 -0.39
C -2.521 0.373 0.930 -0.43
C 3.300 -0.019 -0.695 -0.80
N -1.200 -0.199 0.547 -0.41
S 0.376 1.917 1.254 0.18
S 1.718 -0.707 -1.128 0.27
H -0.651 -2.041 -0.178 0.24
H -0.894 -0.897 -1.416 0.22
H -2.436 -1.548 -0.727 0.24
H -3.275 -0.325 0.508 0.24
H -2.727 1.286 0.418 0.24
H -2.536 0.470 2.062 0.25
H 3.830 0.249 -1.578 0.27
H 3.764 -0.832 -0.196 0.25
H 3.194 0.972 -0.227 0.25
H 1.388 2.191 0.400 0.17
```

For the LUMO energy (alpha / beta), the calculation gives -6.309 / -6.311 eV. Its total charge is +1. For the HOMO energy (alpha / beta), the calculation gives -13.50 / -13.51 eV. The calculation puts the energy relative to the best compared isomer or geometry (same formula, charge and spin) at 82.0 kcal/mol. As for the HOMO-LUMO gap (alpha / beta): 7.19 / 7.19 eV.